A 7-piece molecular cluster, C12H41N10O7 overall in a non-equilibrium geometry, computed with wB97M-V/def2-TZVPD.

The geometry in XYZ format:
```
70
Properties=species:S:1:pos:R:3:mulliken_charge:R:1
O 1.46 0.02 1.14 -0.3997
H 1.56 -0.90 1.39 0.4692
H 0.54 0.29 1.27 0.4604
H 1.56 0.10 0.19 0.4595
C 3.73 -4.97 -3.36 0.6429
O 3.75 -4.14 -2.52 -0.6361
N 3.61 -6.24 -3.08 -0.3857
N 4.05 -4.65 -4.60 -0.4167
H 3.24 -6.54 -2.19 0.2114
H 3.89 -6.90 -3.79 0.1736
H 4.17 -3.66 -4.72 0.2220
H 3.94 -5.32 -5.35 0.1884
C 7.64 -0.31 3.75 0.6671
O 6.43 -0.44 3.60 -0.6528
N 8.57 -1.13 3.31 -0.4034
N 8.15 0.89 4.08 -0.4105
H 9.53 -0.82 3.30 0.1931
H 8.24 -1.81 2.64 0.2299
H 9.09 1.09 3.78 0.1668
H 7.54 1.57 4.50 0.2101
C -3.83 -0.75 -2.92 0.6602
O -3.05 -0.54 -1.97 -0.7200
N -3.81 0.03 -3.96 -0.4299
N -4.77 -1.57 -2.84 -0.3696
H -4.68 0.01 -4.46 0.1906
H -3.26 0.87 -3.80 0.2361
H -4.82 -2.01 -1.93 0.2366
H -5.55 -1.60 -3.47 0.1953
C 2.29 -5.71 4.01 0.6649
O 1.47 -4.90 3.75 -0.6371
N 3.56 -5.43 4.19 -0.3969
N 2.10 -6.97 4.17 -0.3751
H 3.88 -4.48 4.12 0.1931
H 4.24 -6.17 4.14 0.1628
H 1.19 -7.34 3.93 0.2172
H 2.87 -7.56 4.45 0.1721
C -4.83 0.37 4.63 -1.2123
C -5.04 1.32 3.41 0.5256
C -6.35 2.04 3.34 -0.7908
O -7.55 1.23 3.53 -0.3441
C -7.85 0.46 2.34 -0.7602
N -3.85 2.06 3.05 -0.6902
H -4.52 1.02 5.45 0.3323
H -3.97 -0.27 4.44 0.3419
H -5.65 -0.28 4.93 0.3215
H -5.06 0.75 2.47 0.1106
H -6.43 2.51 2.36 0.3892
H -6.33 2.86 4.06 0.3639
H -7.03 -0.04 1.81 0.2850
H -8.36 1.07 1.59 0.3014
H -8.59 -0.31 2.57 0.2982
H -4.14 2.85 2.49 0.2609
H -3.52 2.47 3.91 0.2698
C 2.02 4.79 -2.09 -1.2494
C 0.91 4.20 -2.97 0.5804
C 0.44 5.06 -4.18 -0.8470
O -0.87 4.68 -4.67 -0.3419
C -1.15 5.24 -5.98 -0.7663
N 1.36 2.85 -3.41 -0.6721
H 2.08 5.88 -2.02 0.3449
H 3.03 4.49 -2.35 0.3389
H 1.89 4.37 -1.09 0.2733
H 0.01 3.95 -2.40 0.2228
H 1.19 5.09 -4.97 0.3471
H 0.36 6.10 -3.88 0.4145
H -2.14 4.92 -6.30 0.2891
H -0.67 4.77 -6.83 0.3169
H -0.86 6.29 -6.01 0.3070
H 2.24 2.65 -3.86 0.2287
H 0.70 2.54 -4.11 0.2207
```

Its relative energy (zero: lowest compared OMol25 entry of this formula, charge and spin) is 149.9 kcal/mol. Its maximum force is 7.15 eV/A. For the molecular weight, the calculation gives 437.52 g mol⁻¹. The net charge is +1. Its HOMO energy is -10.9 eV. For the total energy, the calculation gives -42333.8438 eV.